{
  "formula": "C41H33ClMnN4O4P2",
  "method": "wB97M-V/def2-TZVPD",
  "species": ["Mn", "Cl", "C", "C", "C", "C", "O", "C", "C", "N", "C", "C", "C", "C", "C", "C", "C", "C", "N", "C", "C", "H", "H", "H", "H", "H", "H", "H", "H", "H", "H", "C", "N", "P", "C", "C", "C", "C", "C", "C", "C", "C", "C", "C", "C", "C", "P", "C", "C", "C", "C", "C", "C", "C", "C", "C", "C", "C", "C", "H", "H", "H", "H", "H", "H", "H", "H", "H", "H", "H", "H", "H", "H", "H", "H", "H", "H", "H", "H", "H", "H", "H", "O", "N", "O", "O"],
  "positions_angstrom": [[-2.025, -0.536, -0.547], [-2.583, -1.596, 6.733], [-2.438, -1.636, 4.989], [-2.156, -2.850, 4.343], [-2.036, -2.904, 2.983], [-2.176, -1.743, 2.172], [-2.032, -1.835, 0.898], [-2.468, -0.523, 2.850], [-2.624, 0.751, 2.194], [-2.432, 0.985, 0.949], [-2.546, 2.299, 0.406], [-2.774, 3.439, 1.106], [-2.845, 4.701, 0.459], [-2.694, 4.806, -0.884], [-2.460, 3.637, -1.656], [-2.316, 3.664, -3.064], [-2.104, 2.512, -3.750], [-2.013, 1.305, -3.018], [-2.130, 1.244, -1.723], [-2.376, 2.391, -1.015], [-2.600, -0.502, 4.255], [-2.036, -3.748, 4.938], [-1.823, -3.840, 2.481], [-2.914, 1.566, 2.865], [-2.896, 3.406, 2.181], [-3.024, 5.588, 1.054], [-2.754, 5.767, -1.379], [-2.386, 4.613, -3.585], [-2.004, 2.498, -4.826], [-1.840, 0.358, -3.524], [-2.823, 0.435, 4.756], [2.967, -1.927, -0.341], [1.855, -0.970, -0.191], [1.176, -0.707, 1.404], [2.674, -0.728, 2.465], [3.784, 0.094, 2.245], [4.855, 0.072, 3.120], [4.827, -0.766, 4.235], [3.733, -1.583, 4.462], [2.659, -1.566, 3.573], [0.885, 1.118, 1.429], [0.355, 1.628, 2.618], [0.038, 2.971, 2.737], [0.233, 3.833, 1.660], [0.759, 3.338, 0.477], [1.085, 1.987, 0.365], [0.708, -0.821, -1.467], [0.278, -2.513, -1.993], [-0.080, -2.777, -3.315], [-0.587, -4.017, -3.671], [-0.741, -5.007, -2.710], [-0.389, -4.752, -1.392], [0.111, -3.509, -1.032], [1.730, -0.185, -2.846], [1.623, 1.171, -3.146], [2.416, 1.751, -4.128], [3.323, 0.971, -4.828], [3.428, -0.388, -4.552], [2.635, -0.965, -3.570], [3.417, -2.143, 0.625], [3.747, -1.507, -0.979], [2.631, -2.871, -0.775], [3.799, 0.753, 1.383], [5.711, 0.711, 2.946], [5.661, -0.774, 4.925], [3.709, -2.234, 5.327], [1.799, -2.205, 3.744], [0.191, 0.962, 3.461], [-0.363, 3.349, 3.670], [-0.022, 4.882, 1.748], [0.920, 4.001, -0.364], [1.530, 1.622, -0.552], [0.029, -2.009, -4.073], [-0.873, -4.208, -4.697], [-1.151, -5.970, -2.986], [-0.521, -5.517, -0.638], [0.343, -3.302, 0.007], [0.898, 1.782, -2.616], [2.318, 2.807, -4.347], [3.944, 1.418, -5.594], [4.127, -1.002, -5.105], [2.713, -2.028, -3.375], [-5.063, -2.261, -2.286], [-4.172, -1.645, -1.752], [-4.386, -0.756, -0.886], [-2.948, -1.864, -2.062]],
  "forces_ev_per_angstrom": [[-0.41, -0.45, -0.55], [0.02, -0.02, -0.17], [0.01, -0.17, 0.16], [0.00, -0.08, 0.21], [0.01, 0.10, -0.12], [0.09, -0.01, -0.07], [0.11, -0.53, 0.68], [-0.08, 0.33, -0.07], [-0.02, -0.17, 0.41], [0.02, 0.71, -0.56], [0.05, -0.87, -0.16], [-0.24, 0.66, 0.15], [-0.06, -0.29, 0.40], [0.07, -0.07, -0.31], [0.00, 0.16, -0.02], [-0.03, 0.26, 0.11], [0.06, -0.39, 0.01], [0.03, 0.03, -0.50], [-0.15, 0.78, 0.24], [0.03, -0.21, 0.07], [-0.02, 0.09, -0.01], [-0.01, 0.03, -0.01], [-0.01, 0.03, 0.00], [0.03, -0.08, -0.04], [0.00, 0.05, -0.06], [-0.01, -0.02, 0.03], [0.00, -0.03, -0.02], [0.00, -0.01, 0.04], [0.01, -0.03, 0.01], [-0.01, 0.07, -0.02], [0.00, -0.02, -0.05], [-0.02, 0.17, -0.09], [-0.16, -0.15, -0.24], [-0.09, 0.10, 0.19], [0.05, 0.11, -0.08], [-0.04, -0.02, -0.02], [-0.03, -0.04, 0.03], [0.01, 0.04, -0.04], [-0.06, 0.01, -0.07], [0.05, -0.03, 0.05], [0.02, -0.06, 0.00], [0.04, -0.02, 0.03], [0.11, 0.02, -0.08], [0.17, -0.08, 0.04], [0.03, -0.03, 0.06], [0.10, 0.05, 0.00], [0.18, -0.24, 0.41], [0.14, -0.03, -0.09], [0.01, -0.02, -0.01], [0.02, 0.01, 0.03], [0.00, 0.02, 0.00], [0.01, 0.04, 0.00], [-0.06, -0.02, 0.04], [-0.11, 0.03, 0.00], [-0.08, 0.09, -0.07], [-0.01, -0.04, 0.01], [0.00, -0.05, 0.02], [-0.05, 0.02, 0.03], [0.03, 0.01, 0.02], [-0.02, 0.01, 0.02], [-0.02, 0.03, -0.03], [0.00, 0.01, 0.00], [-0.02, -0.01, 0.03], [-0.02, -0.01, 0.00], [0.00, 0.00, -0.02], [-0.01, 0.01, -0.01], [0.00, 0.01, 0.01], [-0.01, 0.00, -0.03], [0.01, 0.00, 0.02], [0.00, -0.03, -0.01], [0.01, 0.01, 0.00], [-0.02, 0.01, 0.08], [-0.01, -0.01, 0.02], [0.00, 0.01, 0.02], [0.02, 0.01, 0.00], [0.00, 0.02, 0.00], [-0.02, -0.01, -0.02], [0.03, -0.03, -0.01], [0.00, -0.01, 0.00], [0.00, -0.02, 0.00], [0.00, 0.01, 0.01], [-0.02, 0.02, 0.02], [-0.05, -0.06, -0.03], [-0.10, 0.15, -0.03], [0.32, -0.07, -0.04], [0.21, 0.19, 0.07]],
  "lowdin_spin": [4.63, 0.00, 0.00, 0.00, 0.00, 0.01, 0.07, 0.01, 0.01, 0.05, 0.00, 0.00, 0.00, 0.00, 0.00, 0.00, 0.00, 0.01, 0.03, 0.01, 0.00, 0.00, 0.00, 0.00, 0.00, 0.00, 0.00, 0.00, 0.00, 0.00, 0.00, 0.00, 0.00, 0.00, 0.00, 0.00, 0.00, 0.00, 0.00, 0.00, 0.00, 0.00, 0.00, 0.00, 0.00, 0.00, 0.03, 0.00, 0.00, 0.00, 0.00, 0.00, 0.00, 0.01, 0.00, 0.00, 0.00, 0.00, 0.00, 0.00, 0.00, 0.00, 0.00, 0.00, 0.00, 0.00, 0.00, 0.00, 0.00, 0.00, 0.00, 0.00, 0.00, 0.00, 0.00, 0.00, 0.00, 0.00, 0.00, 0.00, 0.00, 0.00, 0.01, 0.00, 0.03, 0.04],
  "lumo_energy_ev": [-0.6492, -0.6317],
  "spin_multiplicity": 6,
  "homo_ha": [-0.2753, -0.2797],
  "e_above_lowest_kj_mol": 0.0,
  "energy_ev": -119623.6953
}